Entry i
Here is 2 unconnected molecules or ions with the total composition C3H10N3S from the OMol25 dataset. Energies are from the ωB97M-V functional and the def2-TZVPD basis.

```
! RIJCOSX wB97M-V def2-TZVPD def2/J DEFGRID3
* xyz 1 1
C -3.01 -0.52 -1.11
H -3.40 -1.54 -1.10
N 2.60 0.00 -0.22
H 0.53 -2.41 -0.17
N 1.26 -0.35 -0.20
H 0.35 -1.47 -1.67
H -3.91 0.17 -0.82
H 3.08 -0.01 -1.11
C 0.24 0.46 0.07
H 1.19 1.95 1.13
H 1.87 -2.16 -1.21
H 2.72 0.96 0.24
N 0.31 1.69 0.56
H -0.50 2.19 0.75
S -1.97 -0.56 0.40
C 0.98 -1.65 -0.82
H -2.36 -0.42 -2.04
*
```

**HOMO-LUMO gap**: 7.76 eV
**HOMO level**: -0.4910 Eh

Entry ii
Here is a gas-phase ion, C3H10N3S (charge +1) from the OMol25 dataset. Energies are from the ωB97M-V functional and the def2-TZVPD basis.

```
! RIJCOSX wB97M-V def2-TZVPD def2/J DEFGRID3
* xyz 1 1
C 0.78 0.38 0.72
H -1.43 0.39 -1.57
N -0.62 -1.16 -0.44
H -3.77 0.49 -0.52
H 1.04 -1.68 0.56
H -0.48 -1.17 1.58
H -0.87 1.69 0.61
S -2.96 0.08 0.36
H -0.03 -1.33 -1.27
H 2.43 -0.57 -0.12
H 2.65 1.14 -0.22
H 1.16 0.75 1.61
N 0.26 -1.03 0.74
C 1.90 0.33 -0.21
N -0.27 1.13 0.07
H 1.57 0.47 -1.26
C -1.35 0.09 -0.61
*
```

**SMILES**: C[C@H]1N[C@H](S)N[NH2+]1
**HOMO-LUMO gap**: 10.02 eV
**HOMO level**: -0.4985 Eh

Computed stability ranking, most favorable first: entry ii, entry i

Entry i
Here is 2 unconnected molecules or ions with the total composition C4H8OS from the OMol25 dataset. Energies are from the ωB97M-V functional and the def2-TZVPD basis.

```
! RIJCOSX wB97M-V def2-TZVPD def2/J DEFGRID3
* xyz 0 1
H -1.82 -0.04 -1.64
C 0.66 1.02 0.38
H -1.72 0.57 1.75
O -0.33 2.03 0.25
C -0.70 0.26 -1.52
S -4.12 -0.82 -0.33
H 0.82 0.86 1.44
H -1.54 -1.05 0.62
H 1.55 0.88 -0.19
H -2.66 0.19 0.32
C -0.68 0.76 -0.10
H -0.78 1.06 -2.37
H 0.03 -0.50 -1.69
C -1.64 0.07 0.73
*
```

**HOMO-LUMO gap (spin up / spin down)**: 7.25 / 7.33 eV
**HOMO level (spin up / spin down)**: -0.3580 / -0.3570 Eh

Entry ii
Here is 2 unconnected molecules or ions with the total composition C4H8OS from the OMol25 dataset. Energies are from the ωB97M-V functional and the def2-TZVPD basis.

```
! RIJCOSX wB97M-V def2-TZVPD def2/J DEFGRID3
* xyz 0 1
C -0.18 1.72 0.92
C 0.96 -0.98 -1.38
O -2.62 -1.31 0.18
H 1.76 -1.69 -1.50
H 0.22 -0.91 -2.12
H -0.08 -1.93 0.32
S -2.44 0.12 0.50
C -0.90 0.49 0.70
C 0.53 -1.09 0.03
H -0.01 2.20 -0.02
H -0.62 2.53 1.54
H 1.29 0.10 -1.26
H 1.29 -0.76 0.70
H 0.81 1.52 1.40
*
```

**HOMO-LUMO gap (spin up / spin down)**: 9.18 / 9.18 eV
**HOMO level (spin up / spin down)**: -0.3274 / -0.3275 Eh

Entry iii
Here is C4H8OS in the gas phase from the OMol25 dataset. Energies are from the ωB97M-V functional and the def2-TZVPD basis.

```
! RIJCOSX wB97M-V def2-TZVPD def2/J DEFGRID3
* xyz 0 1
C -0.06 1.27 -0.56
C -1.75 -0.55 0.11
H 0.60 2.00 -0.40
C -1.26 0.95 0.37
H -0.86 0.93 1.35
H -0.01 -1.91 0.64
C -0.40 -1.29 -0.22
H -0.46 -2.00 -1.10
H -2.04 -0.93 1.21
H -2.49 -0.62 -0.70
H -2.06 1.62 0.42
H -0.03 1.28 -1.69
S 1.03 -0.19 -0.39
O 1.46 0.04 1.03
*
```

**HOMO-LUMO gap**: 9.72 eV
**HOMO level**: -0.3289 Eh

Computed stability ranking, most favorable first: entry iii, entry ii, entry i

Entry i
Here is C4H6N2S in the gas phase from the OMol25 dataset. Energies are from the ωB97M-V functional and the def2-TZVPD basis.

```
! RIJCOSX wB97M-V def2-TZVPD def2/J DEFGRID3
* xyz 0 1
C 0.19 1.24 -0.43
N 2.33 -1.14 -0.35
H -1.15 -1.22 -0.71
S -3.36 -0.55 -0.07
H 0.78 -1.78 0.99
H 0.24 2.31 -0.08
H 2.42 -0.21 -0.65
C 1.19 -1.03 0.36
C -1.66 -0.45 -0.08
H -1.19 0.92 1.49
C -0.76 0.57 0.42
H 0.41 1.04 -1.44
N 0.58 0.28 0.57
*
```

**SMILES**: [H]/N=C\N1C[C@H]1C=S
**HOMO-LUMO gap**: 8.23 eV
**HOMO level**: -0.3338 Eh

Entry ii
Here is C4H6N2S in the gas phase from the OMol25 dataset. Energies are from the ωB97M-V functional and the def2-TZVPD basis.

```
! RIJCOSX wB97M-V def2-TZVPD def2/J DEFGRID3
* xyz 0 1
H 2.19 -1.71 -0.32
C -0.10 0.69 -0.15
C -2.23 -0.41 0.25
S 0.59 2.18 -0.03
H -1.62 -1.31 0.49
H 0.06 -1.28 -0.47
N 0.54 -0.49 -0.26
C -1.59 0.65 -0.17
H 2.69 1.07 0.42
H -3.25 -0.39 0.39
N 2.88 0.07 0.28
C 1.92 -0.70 -0.18
H -2.08 1.64 -0.26
*
```

**SMILES**: [H]/N=C\NC(=S)C=C
**HOMO-LUMO gap**: 8.17 eV
**HOMO level**: -0.3163 Eh

Computed stability ranking, most favorable first: entry ii, entry i

Entry i
Here is C4H6N2S in the gas phase from the OMol25 dataset. Energies are from the ωB97M-V functional and the def2-TZVPD basis.

```
! RIJCOSX wB97M-V def2-TZVPD def2/J DEFGRID3
* xyz 0 1
S 0.87 1.82 0.03
N 2.82 -1.14 0.09
H -0.57 -1.56 -1.40
C -0.72 -0.47 -0.97
N -1.66 -0.28 0.15
H -0.89 0.26 -1.86
C 1.75 -0.65 0.15
H 1.78 2.07 -0.97
H -2.32 0.40 0.01
C -0.53 -0.09 1.16
C 0.42 0.05 -0.05
H -0.47 0.66 1.95
H -0.50 -1.07 1.71
*
```

**SMILES**: N#CC1(S)CNC1
**HOMO-LUMO gap**: 10.16 eV
**HOMO level**: -0.3507 Eh

Entry ii
Here is C4H6N2S in the gas phase from the OMol25 dataset. Energies are from the ωB97M-V functional and the def2-TZVPD basis.

```
! RIJCOSX wB97M-V def2-TZVPD def2/J DEFGRID3
* xyz 0 1
H 3.04 0.07 -0.22
N 1.40 -1.09 -0.35
S -2.27 -0.03 0.08
H -0.37 2.35 -0.31
C 0.12 1.26 -0.26
H 2.27 -0.29 1.34
C 1.37 1.22 0.09
H 1.97 2.13 -0.01
C -0.65 0.03 -0.07
H -0.40 -1.97 0.25
C 2.12 -0.04 0.29
H 1.76 -2.12 -0.34
N 0.08 -1.00 0.04
*
```

**SMILES**: S=C1C=CCNN1
**HOMO-LUMO gap**: 8.37 eV
**HOMO level**: -0.2914 Eh

Computed stability ranking, most favorable first: entry i, entry ii

Entry i
Here is C4H6N2S in the gas phase from the OMol25 dataset. Energies are from the ωB97M-V functional and the def2-TZVPD basis.

```
! RIJCOSX wB97M-V def2-TZVPD def2/J DEFGRID3
* xyz 0 1
H 0.75 1.27 -1.73
C 0.51 -1.10 1.06
C 0.59 1.58 -0.70
H -1.46 1.41 0.27
H 0.42 2.65 -0.64
S -1.10 -0.73 -0.86
H 2.11 1.63 0.77
N -0.23 -1.72 0.21
N 1.50 1.02 0.26
C -0.61 0.79 -0.06
C 0.43 0.43 1.02
H 0.30 0.88 1.99
H 1.18 -1.56 1.79
*
```

**SMILES**: C1=NS[C@@H]2CN[C@H]12
**HOMO-LUMO gap**: 9.27 eV
**HOMO level**: -0.3115 Eh

Entry ii
Here is C4H6N2S in the gas phase from the OMol25 dataset. Energies are from the ωB97M-V functional and the def2-TZVPD basis.

```
! RIJCOSX wB97M-V def2-TZVPD def2/J DEFGRID3
* xyz 0 1
H 1.81 -2.54 0.03
N 0.45 -0.95 0.08
N 0.32 1.56 -0.06
C -1.76 0.24 0.12
C 1.16 2.42 0.27
H -1.94 -0.82 -0.15
S 3.17 -0.51 0.11
H -2.05 0.60 1.09
H -2.24 0.74 -0.68
H -0.13 -1.64 -0.41
H -0.38 2.00 -0.70
C 1.81 -1.40 0.05
C -0.21 0.31 0.24
*
```

**HOMO-LUMO gap (spin up / spin down)**: 7.89 / 6.50 eV
**HOMO level (spin up / spin down)**: -0.2785 / -0.2657 Eh

Computed stability ranking, most favorable first: entry i, entry ii

Entry i
Here is 2 unconnected molecules or ions with the total composition C4H6N2S from the OMol25 dataset. Energies are from the ωB97M-V functional and the def2-TZVPD basis.

```
! RIJCOSX wB97M-V def2-TZVPD def2/J DEFGRID3
* xyz 0 1
N -0.15 0.32 -0.48
H 1.84 0.99 -0.38
N -0.77 1.29 -1.17
H -0.16 1.49 -1.92
H 0.17 -2.42 1.04
C -0.66 -0.86 -0.22
C 0.16 -1.43 0.84
C 1.14 -0.58 1.07
H 0.78 1.44 0.99
H -1.67 0.88 -1.46
H 1.86 -0.65 1.84
C 1.03 0.72 0.29
S -3.58 -1.20 -0.42
*
```

**HOMO-LUMO gap (spin up / spin down)**: 7.17 / 7.19 eV
**HOMO level (spin up / spin down)**: -0.3127 / -0.3095 Eh

Entry ii
Here is C4H6N2S in the gas phase from the OMol25 dataset. Energies are from the ωB97M-V functional and the def2-TZVPD basis.

```
! RIJCOSX wB97M-V def2-TZVPD def2/J DEFGRID3
* xyz 0 1
C 0.98 -0.73 -0.87
C -0.07 -0.22 0.09
H 1.77 -0.15 -1.40
C 1.11 -0.83 0.71
H 0.66 -1.66 -1.39
H -0.57 1.78 1.23
C -0.56 1.36 0.19
H 1.02 -1.74 1.25
N -1.94 1.28 -0.17
H 1.83 -0.14 1.02
N -2.46 0.21 -0.32
S -1.64 -1.11 0.13
H -0.12 1.95 -0.47
*
```

**SMILES**: C1CC12CN=NS2
**HOMO-LUMO gap**: 9.81 eV
**HOMO level**: -0.3288 Eh

Entry iii
Here is C4H6N2S in the gas phase from the OMol25 dataset. Energies are from the ωB97M-V functional and the def2-TZVPD basis.

```
! RIJCOSX wB97M-V def2-TZVPD def2/J DEFGRID3
* xyz 0 1
H 1.85 -0.61 1.19
C -0.85 0.29 0.57
H -2.98 0.73 -0.11
S -0.55 0.61 2.23
C -2.18 -0.04 -0.12
C 1.64 0.16 0.36
N 2.98 -0.69 -1.79
C 2.46 -0.24 -0.87
N 0.25 0.17 -0.25
H 0.09 -0.24 -1.25
H -2.11 -0.33 -1.21
H -2.51 -0.96 0.44
H 1.91 1.14 0.81
*
```

**SMILES**: CC(=S)NCC#N
**HOMO-LUMO gap**: 9.14 eV
**HOMO level**: -0.3223 Eh

Computed stability ranking, most favorable first: entry iii, entry ii, entry i

Entry i
Here is C2H6NP in the gas phase from the OMol25 dataset. Energies are from the ωB97M-V functional and the def2-TZVPD basis.

```
! RIJCOSX wB97M-V def2-TZVPD def2/J DEFGRID3
* xyz 0 1
N -0.26 -0.27 0.45
H 1.62 0.77 1.02
P -1.80 0.02 -0.18
H 1.36 -1.76 0.49
C 0.73 -1.06 -0.21
H -1.57 1.27 -0.72
H -2.43 0.56 0.96
H 0.73 1.29 -0.66
C 0.90 0.46 0.14
H 0.71 -1.29 -1.30
*
```

**SMILES**: PN1CC1
**HOMO-LUMO gap**: 10.18 eV
**HOMO level**: -0.3320 Eh

Entry ii
Here is C2H6NP in the gas phase from the OMol25 dataset. Energies are from the ωB97M-V functional and the def2-TZVPD basis.

```
! RIJCOSX wB97M-V def2-TZVPD def2/J DEFGRID3
* xyz 0 1
H -1.91 1.50 -0.94
H 2.55 -0.79 0.35
H -0.40 -1.87 -0.47
C -1.95 0.66 -0.07
H -2.99 0.23 -0.14
N 0.84 0.49 -0.18
C 2.07 0.13 0.03
H 2.90 0.87 -0.01
P -0.57 -0.40 0.04
H -0.55 -0.83 1.39
*
```

**SMILES**: C=N[PH2]=C
**HOMO-LUMO gap**: 7.25 eV
**HOMO level**: -0.2742 Eh

Entry iii
Here is C2H6NP in the gas phase from the OMol25 dataset. Energies are from the ωB97M-V functional and the def2-TZVPD basis.

```
! RIJCOSX wB97M-V def2-TZVPD def2/J DEFGRID3
* xyz 0 1
P 1.63 0.23 0.05
H 1.78 0.31 1.46
C -0.38 -1.48 -0.18
H -1.45 -1.73 -0.42
H 0.31 -2.34 -0.04
H -2.00 0.75 -0.35
C -0.90 0.93 -0.34
H -0.58 1.92 0.03
H 1.68 1.58 -0.21
N -0.08 -0.16 0.00
*
```

**HOMO-LUMO gap (spin up / spin down)**: 7.87 / 8.12 eV
**HOMO level (spin up / spin down)**: -0.2620 / -0.2674 Eh

Computed stability ranking, most favorable first: entry i, entry iii, entry ii

Entry i
Here is 5 unconnected molecules or ions with the total composition C2H12O5 from the OMol25 dataset. Energies are from the ωB97M-V functional and the def2-TZVPD basis.

```
! RIJCOSX wB97M-V def2-TZVPD def2/J DEFGRID3
* xyz 0 1
H 4.32 0.09 -0.88
H 3.01 1.55 0.27
H -0.82 1.45 -1.91
H -3.13 0.29 2.15
O -2.71 0.48 3.01
C 3.43 -0.54 -0.85
O -0.81 -2.38 -0.01
H -2.69 1.44 3.03
H -3.23 1.03 -0.39
H 0.55 1.38 -1.24
H 3.51 -1.51 -1.32
H -2.59 -0.18 -1.07
O -3.16 0.08 -0.34
H -0.60 -2.62 0.90
O 2.17 1.07 0.36
H -0.95 -1.42 0.02
H 1.53 -0.87 -0.05
O -0.18 0.83 -1.54
C 2.36 -0.19 -0.16
*
```

**SMILES**: C=CO.O.O.O.O
**HOMO-LUMO gap**: 9.52 eV
**HOMO level**: -0.3420 Eh

Entry ii
Here is 5 unconnected molecules or ions with the total composition C2H12O5 from the OMol25 dataset. Energies are from the ωB97M-V functional and the def2-TZVPD basis.

```
! RIJCOSX wB97M-V def2-TZVPD def2/J DEFGRID3
* xyz 0 1
O -0.27 2.98 -2.92
C -0.21 -1.87 1.15
H 0.31 -2.43 1.93
H -4.25 0.71 0.26
H 0.48 0.12 0.67
H 1.04 -1.69 -1.04
O -3.76 -0.08 0.07
H -1.27 -0.02 0.70
H -0.46 -0.04 2.22
H 2.86 0.33 1.06
H 0.63 3.28 -2.79
O 3.24 0.72 1.85
H 1.69 -1.06 -2.28
C -0.36 -0.37 1.17
H 3.98 1.31 1.76
H -4.28 -0.60 -0.55
H -0.57 2.44 -2.19
O -0.52 -2.65 0.26
O 1.74 -1.09 -1.33
*
```

**SMILES**: CC=O.O.O.O.O
**HOMO-LUMO gap**: 10.41 eV
**HOMO level**: -0.3659 Eh

Computed stability ranking, most favorable first: entry ii, entry i